Molecular formula: C20H33IN2NiO4P
Method: DFT, ωB97M-V with the def2-TZVPD basis set

ORCA input file:
```
! wB97M-V def2-TZVPD RIJCOSX def2/J DEFGRID3
* xyz -1 1
H 5.91389 -1.11550 2.47193
H 5.81894 -1.42356 0.74521
C 0.90734 -2.74139 2.22085
H 2.47297 -4.98193 1.93050
O -2.60022 -1.01523 3.17615
H -3.70443 -3.92862 -0.48668
H -0.66784 -0.96409 -4.35900
H 2.35236 -0.40377 3.12450
N 1.52963 -0.31124 0.25884
H 3.78465 -4.27299 0.98957
C 4.33740 -3.03349 -1.23849
H 0.43332 -1.77842 2.04349
C 4.37612 -0.55654 -1.51702
N -1.45778 -0.81224 -0.17041
H 3.28281 -1.87556 3.45880
I 0.59034 3.18299 0.24835
P 2.58969 -1.37352 0.46222
C -1.66578 -1.38917 -1.35593
C -2.07174 -1.30061 0.90350
O -0.53804 0.38475 -2.55418
C 4.18635 0.70908 1.39110
H 5.26065 -0.49371 -0.88597
H 4.57632 1.18820 2.29413
C 3.48713 -1.76248 -1.18006
H 5.07735 -3.08215 -0.44026
H 4.91283 0.86935 0.59587
H 0.13432 -3.51532 2.21829
H 4.71934 -0.65450 -2.55205
H 3.24739 1.19294 1.11766
C -2.90318 -2.41866 0.81717
H 1.33760 -2.72298 3.22028
C 1.20878 -3.73855 -0.01458
C -1.84600 -0.61514 2.27960
H -2.56945 -2.95632 -2.49979
H 3.43267 -3.68168 2.61775
H 1.73730 -0.96752 -2.16032
O -0.93259 0.23364 2.29867
O -1.11078 -1.48046 -3.66954
H 3.99702 -0.30252 3.77312
C 5.27566 -1.52996 1.68329
H 2.91713 -1.72015 -3.26050
C -3.07988 -3.04780 -0.39955
Ni -0.09105 0.67458 0.26436
C 3.94091 -0.78146 1.67603
H 4.88208 -3.05690 -2.18950
C -1.28958 2.12436 0.07896
C 3.34482 -0.85427 3.08930
H 0.61602 -4.56384 0.39087
H 0.53012 -3.04172 -0.50578
H -1.90351 2.44030 0.91909
C 2.98281 -4.04135 1.69242
C -2.44896 -2.51992 -1.52214
H 3.73083 -3.93909 -1.19320
H 3.81420 0.37411 -1.42820
H 1.88357 -4.15622 -0.76276
H -3.37222 -2.75480 1.72993
C -1.02707 -0.71324 -2.54331
H -1.72193 2.40143 -0.88095
C 1.95750 -3.05056 1.13612
C 2.42311 -1.80478 -2.28657
H 1.85213 -2.73106 -2.28950
H 5.15857 -2.59544 1.88842
*
```

Computed properties:
- E (eV) = -90880.11508
- gap between HOMO and LUMO (alpha / beta) (eV) = 6.5 / 6.5
- HOMO energy (alpha / beta) (eV) = -3.8938 / -3.8914

Atom charges from the natural (NBO) analysis, given in e for atoms 1 to 2: atom 1 (H): 0.20, atom 2 (H): 0.20



Molecular formula: C38H81N7O8
Method: DFT, ωB97M-V with the def2-TZVPD basis set

ORCA input file:
```
! wB97M-V def2-TZVPD RIJCOSX def2/J DEFGRID3
* xyz 2 1
H -3.61546 -5.11710 -1.40230
C 1.70413 5.41453 2.40811
H -0.23452 -3.10236 1.13877
H -8.16369 -1.74028 -1.94645
H -4.27922 -3.40979 4.61830
C -0.53793 6.18129 2.10650
H 0.15382 -6.16206 2.78568
H 3.58797 1.10619 -0.31964
C 7.41830 -2.54047 -2.62137
H 2.76668 -8.73195 0.15518
C 0.09957 0.78467 0.76924
H -4.18544 -2.58480 2.28454
H -7.07968 -1.36302 -3.29818
H 9.30313 -3.64025 -0.90918
H -2.97015 0.81889 0.29886
H -1.47232 3.66838 4.15804
H -2.59480 -3.19951 0.70737
H -8.89194 1.78844 -1.44519
H 2.52611 -7.09957 2.41984
C 0.18507 -0.24351 -0.33890
H 5.73963 -1.56076 -3.78201
H -4.89221 -0.80475 -3.07054
C 1.88879 -6.80279 1.58252
H 4.97310 -0.28818 2.27176
H -1.10866 8.31160 2.34889
H 10.19580 -2.06723 -0.99833
H -1.44438 4.47319 -5.32982
O -7.86325 0.25423 -2.46650
H -2.26328 3.98227 2.55875
H 1.94550 3.01682 -3.78523
C -5.16691 2.26346 0.93206
H -2.62305 -4.99416 0.77893
H 5.28583 0.73916 -2.09221
C 2.65972 4.54054 3.25188
H 2.13929 6.38308 2.66475
C 9.48103 -2.73192 -1.48388
H 2.60874 3.50568 2.89530
H -1.60126 2.40215 2.96537
H 7.95005 -2.91589 -3.50090
O 1.13376 -7.87256 1.08836
H -2.22540 -0.98169 1.82041
C -0.07550 3.88581 2.55123
H -1.59499 1.75388 -6.07189
C -2.50438 -1.40081 2.77564
H 6.90447 -3.45008 -2.27435
O 8.26420 -2.02182 -1.63908
H -9.31316 0.13875 -1.03088
H 0.10761 7.65641 3.42703
O -1.80855 -4.19178 -0.93573
H 0.35084 1.75609 0.34670
H 2.48327 -6.32780 0.79130
H 1.20518 -9.45564 -0.25529
C 4.32260 0.29834 -0.28971
H 3.78421 -0.55878 0.14656
C 3.29658 4.27120 -1.01529
H -3.16455 -1.01586 -1.49417
C 2.29757 3.34460 -2.82232
N 0.11850 -5.20011 0.88570
C 0.87869 -5.77401 2.07680
H 5.02972 -2.08922 -1.54651
C -8.47957 0.79515 -1.30395
N -1.30973 1.49389 -3.97726
O 1.19124 -0.14505 -1.09453
C -3.51137 -2.72640 4.29816
C -1.45222 3.47783 3.08356
C -3.76749 -0.10769 -1.48509
C -0.24985 7.64842 2.38988
H -1.39467 0.49841 -3.92435
H -4.34007 -0.23466 0.63176
C -1.06668 2.33280 -2.93436
N -3.51839 -2.30317 2.97629
N 1.78746 2.76533 -1.68768
H 3.80824 4.90163 -3.10447
H 0.57717 3.17011 3.04782
C -6.13360 -1.08764 -1.43211
H 1.34314 -4.87128 2.47522
C 2.44911 3.28343 -0.60418
H -6.27338 -0.61678 -0.46399
H -0.46844 -5.93827 0.49261
C 1.71677 -8.52079 -0.04230
H 2.44943 4.50113 4.32076
H -0.07322 3.69860 1.46389
H -0.84418 4.52106 -2.80000
H 2.36297 2.83760 0.37510
H -5.74112 -2.09135 -1.28261
H -2.75024 -4.38279 -2.72386
O -4.79936 1.55940 -0.23074
H -7.78783 0.82116 -0.45728
H 4.42704 1.34740 1.95551
C -2.56896 -1.96619 4.95656
C -2.05844 -4.11647 0.43692
H 6.22994 -1.04436 -0.93026
C -3.00696 -4.24772 -1.67549
N -5.08584 -0.32040 -2.19149
H -3.57307 -3.32381 -1.52242
C -1.33667 3.56933 -4.74994
H 0.58669 8.06798 1.83212
H -5.96973 1.75362 1.47835
C -0.79248 -4.02975 1.25575
H 6.94458 -0.48144 -3.02975
H -1.59076 5.96822 2.30531
H -5.55675 3.23265 0.63144
H 1.58266 -7.90704 -0.93731
H -2.26315 -1.98635 5.98976
H 9.99824 -2.92965 -2.42924
H 3.70657 4.83750 3.16782
C 3.22341 4.30106 -2.42709
H -5.46812 0.57704 -2.51123
C -3.92582 0.46835 -0.10564
H -3.24761 0.57742 -2.15654
C -7.39565 -1.04942 -2.30010
H 3.95653 4.90049 -0.44214
C -1.48736 2.25055 -5.12349
H -0.89691 1.91297 -1.95356
H 1.82036 5.19091 1.34182
C -1.84114 -1.27113 3.96953
H 6.09559 1.13667 2.31073
H 0.72962 0.55888 1.63036
H -0.50682 5.96127 1.02030
C 5.26563 0.65483 1.80141
O 5.51619 0.51001 0.41625
C 6.42586 -1.43497 -2.95027
H 3.73807 -0.19350 -2.30055
N 5.58693 -1.25334 -1.70450
O -0.69859 -1.14413 -0.38312
H -0.99967 -4.20432 2.31001
C -1.06535 3.63658 -3.37025
C 4.64431 -0.06071 -1.71668
H -0.91052 0.87900 1.17891
H 0.80025 -4.94308 0.17450
N 0.31594 5.25555 2.83010
H -0.96564 -0.65292 4.09561
H -4.32119 2.39737 1.61227
H 1.09996 2.03573 -1.64103
*
```

Computed properties:
- E (eV) = -67511.74675
- gap between HOMO and LUMO (eV) = 6.5
- HOMO energy (eV) = -10.9563

Atom charges from the Mulliken analysis, given in e for atoms 1 to 2: atom 1 (H): 0.40, atom 2 (C): -0.26



Molecular formula: C7H13NOPRh
Method: DFT, ωB97M-V with the def2-TZVPD basis set

ORCA input file:
```
! wB97M-V def2-TZVPD RIJCOSX def2/J DEFGRID3
* xyz 0 5
H 2.61808 1.56981 3.65190
H 1.26079 2.14714 0.45716
H -2.16528 -0.32230 -2.63263
H -2.35859 1.90536 1.42251
H -1.93524 -2.56918 -1.03402
C 2.43128 0.67432 3.03952
O 0.48701 0.02993 1.70074
C 0.90238 -1.62654 -2.54357
C -0.03465 -0.78771 -3.22285
H -4.01166 0.37343 1.01232
C 0.16790 -2.65808 -1.88302
H 1.72798 2.87309 1.94628
H -3.45773 1.78695 -0.56424
H 0.24645 -0.03490 -3.94848
H 2.15136 -0.14600 3.70986
C -1.29530 -0.97603 -2.57593
Rh -1.14565 1.01199 1.24467
H 3.34883 0.44969 2.47334
C -1.16458 -2.17267 -1.70755
H 0.60549 -3.56592 -1.48418
H 1.98257 -1.66133 -2.73539
N 1.18937 2.14209 1.48651
C 1.34968 0.89230 2.03616
P -2.90048 0.66455 0.15088
*
```

Computed properties:
- E (eV) = -23296.47329
- gap between HOMO and LUMO (alpha / beta) (eV) = 4.9 / 6.4
- HOMO energy (alpha / beta) (eV) = -4.3681 / -7.9129

Atom charges from the natural (NBO) analysis, given in e for atoms 1 to 2: atom 1 (H): 0.19, atom 2 (H): 0.36



Molecular formula: C4H15N7
Method: DFT, ωB97M-V with the def2-TZVPD basis set

ORCA input file:
```
! wB97M-V def2-TZVPD RIJCOSX def2/J DEFGRID3
* xyz 2 1
N 0.21399 -0.83941 -1.22656
H 0.61271 1.31809 1.02515
C 1.59526 0.76364 0.82539
N -2.52460 1.12337 0.01033
H 3.06051 0.77159 -0.90575
H -4.06141 -0.22340 -0.13477
N -1.42466 -1.15993 0.41104
N 1.40247 -1.32095 -0.48923
H -2.27340 -0.43232 2.11495
H 0.41226 -0.56873 -2.17238
H 0.47257 -1.12974 1.36601
H -1.33305 1.36168 -1.66163
N -3.27414 0.12809 0.44459
H 2.65131 2.25483 -0.17823
H 2.17931 -1.36450 1.39335
N -1.39124 0.74281 -0.90243
C 1.42071 -0.74454 0.90927
C 2.33326 1.33270 -0.40961
N -2.58120 -0.77207 1.16948
H 2.13813 1.11889 1.76166
H 2.30103 -0.94709 -0.93008
H -1.13170 -2.08042 0.27692
H 1.62992 1.46041 -1.22355
H 1.53460 -2.27380 -0.46726
C -0.88493 -0.38203 -0.57170
H -3.07771 1.86282 -0.43499
*
```

Computed properties:
- E (eV) = -14799.15455
- gap between HOMO and LUMO (eV) = 9.3
- SMILES = CCC[NH2+]Nc1[nH][nH][nH][nH][nH+]1
- HOMO energy (eV) = -17.0119

Atom charges from the natural (NBO) analysis, given in e for atoms 1 to 2: atom 1 (N): -0.45, atom 2 (H): 0.24



Molecular formula: H3N3O2
Method: DFT, ωB97M-V with the def2-TZVPD basis set

ORCA input file:
```
! wB97M-V def2-TZVPD RIJCOSX def2/J DEFGRID3
* xyz 0 1
N 0.95591 -0.73118 1.46072
H 0.10521 -0.10660 -1.86540
N -0.08996 0.58347 -0.02434
H 1.27503 1.02302 -1.41767
O -0.09589 -0.97776 2.03008
N 0.53871 0.46285 -1.12584
O -1.33083 0.08158 0.01394
H -1.35819 -0.33539 0.92851
*
```

Computed properties:
- E (eV) = -8607.69739
- gap between HOMO and LUMO (alpha / beta) (eV) = 7.9 / 8.1
- HOMO energy (alpha / beta) (eV) = -7.3488 / -8.4208

Atom charges from the natural (NBO) analysis, given in e for atoms 1 to 2: atom 1 (N): 0.17, atom 2 (H): 0.36



Molecular formula: C4H14N2O
Method: DFT, ωB97M-V with the def2-TZVPD basis set

ORCA input file:
```
! wB97M-V def2-TZVPD RIJCOSX def2/J DEFGRID3
* xyz -1 2
H -1.68060 -1.37956 -3.04087
C -0.87586 -0.29497 0.04671
H -0.44094 1.49607 -1.04254
H -1.39269 -0.01170 0.96515
H 0.36313 0.37963 2.28092
N -1.17130 -1.16521 -2.20254
H -0.21094 -0.92786 -2.36731
N 0.87651 1.24881 2.12220
H 2.78043 -1.46618 0.88830
H -2.43958 0.27051 -1.29009
C -1.86875 -0.64597 -1.06068
H -2.56308 -1.37145 -0.64595
C 0.39311 1.81472 0.83708
H 1.03966 0.51553 -0.71387
H 3.03182 -2.68162 0.08908
C 0.07071 0.85431 -0.32731
H -0.52981 2.39005 0.99305
H 0.39346 1.81275 2.82445
O 3.42429 -2.19491 0.83495
H 1.12400 2.55280 0.49504
H -0.32359 -1.19574 0.31423
*
```

Computed properties:
- E (eV) = -9401.01494
- gap between HOMO and LUMO (alpha / beta) (eV) = 2.8 / 9.4
- HOMO energy (alpha / beta) (eV) = 1.1925 / -5.5624

Atom charges from the natural (NBO) analysis, given in e for atoms 1 to 2: atom 1 (H): 0.35, atom 2 (C): -0.67



- What is the E in the second record?
  -67511.74675 eV